No. 1
A gas-phase ion, C9H19N2O3S (charge +1) at a distorted geometry, computed with ωB97M-V with the def2-TZVPD basis set.

Results
**LUMO level (spin up / spin down)**: -2.715 / -7.823 eV
**Orbital gap (spin up / spin down)**: 6.04 / 4.81 eV
**2S+1**: 3
**Net charge**: +1
**Strongest force on any atom**: 5.2 eV/A

Each line ends with the natural charge from an NBO analysis.
Atoms and positions in Å:
1 C -1.0670 -0.6765 -1.7218  0.161
2 C -0.8193 1.1553 1.7405  0.649
3 C 2.1227 -1.3955 -0.2507  -0.654
4 C 2.8301 0.8693 -1.0557  -0.604
5 C 2.7143 0.5307 1.3791  -0.638
6 C -3.5625 -1.9550 -1.0673  -0.788
7 C -0.3974 0.2088 0.6053  0.049
8 C -1.6282 0.0512 -0.5524  -0.212
9 C 2.0985 0.1085 0.0826  0.305
10 N -0.4512 0.8093 2.9490  -0.754
11 N -1.8851 1.4464 -0.9754  -0.726
12 O -1.1045 -0.1470 -2.7852  -0.609
13 O -1.4849 2.1324 1.5532  -0.634
14 O 0.7520 0.7560 0.0279  -0.558
15 S -3.1921 -0.6035 0.1022  0.662
16 H -1.0161 -1.8070 -1.5891  0.121
17 H 1.3888 -2.0527 0.2641  0.208
18 H 1.7714 -1.4717 -1.2710  0.231
19 H 3.1482 -1.7418 -0.1240  0.243
20 H 2.6230 1.8540 -0.7561  0.220
21 H 2.4391 0.5385 -2.0570  0.222
22 H 3.8066 0.5169 -0.9343  0.216
23 H 3.0200 1.5973 1.4712  0.235
24 H 1.9547 0.3202 2.1063  0.184
25 H 3.4901 -0.0780 1.7149  0.232
26 H -4.4815 -2.3475 -0.8389  0.267
27 H -3.0065 -2.8398 -0.7591  0.278
28 H -3.2767 -1.7004 -2.0901  0.288
29 H -0.3541 -0.8688 0.9664  0.206
30 H 0.1990 0.0767 3.0785  0.400
31 H -0.7284 1.3194 3.7094  0.416
32 H -1.1370 1.8093 -1.5888  0.488
33 H -2.8290 1.4783 -1.2022  0.423
34 H -1.9369 2.1064 -0.1314  0.475

No. 2
A single C6H11NO2 molecule at a distorted geometry, computed with ωB97M-V with the def2-TZVPD basis set.

Results
**LUMO level**: 0.101 eV
**Orbital gap**: 9.33 eV
**2S+1**: 1
**Net charge**: 0
**SMILES string**: C=C(C)[C@@H](O)[C@@H](N)C=O
**Strongest force on any atom**: 3.8 eV/A

Each line ends with the natural charge from an NBO analysis.
Atoms and positions in Å:
1 C -2.2516 0.0423 -0.2873  -0.668
2 C -0.9774 -0.5591 0.2490  -0.091
3 C 0.5996 -0.3982 -1.2137  0.399
4 C -0.9963 -1.7399 0.8849  -0.317
5 O 1.4667 -1.2870 -1.3203  -0.594
6 H -0.1981 -0.2834 -1.9685  0.149
7 H -3.1054 -0.1601 0.3656  0.227
8 H -2.1801 1.1274 -0.4125  0.207
9 H -2.4744 -0.3682 -1.2765  0.220
10 H -1.9154 -2.2890 1.0646  0.194
11 H -0.0702 -2.1834 1.2385  0.214
12 N 2.4080 0.9395 -0.1548  -0.868
13 C 0.1657 0.6817 0.8188  0.171
14 C 0.9702 0.9239 -0.4518  -0.197
15 O 0.9339 0.2452 1.8543  -0.708
16 H 1.8576 0.5132 1.5947  0.503
17 H 2.9038 1.5512 -0.7963  0.380
18 H 2.7709 -0.0095 -0.3100  0.399
19 H -0.5406 1.4510 1.1252  0.172
20 H 0.6331 1.8022 -1.0037  0.211

No. 3
2 unconnected molecules or ions with the total composition C3H7O3 at a distorted geometry, computed with ωB97M-V with the def2-TZVPD basis set.

Results
**LUMO level**: 3.772 eV
**Orbital gap**: 7.42 eV
**2S+1**: 1
**Net charge**: -1
**Strongest force on any atom**: 1.8 eV/A

Each line ends with the natural charge from an NBO analysis.
Atoms and positions in Å:
1 C 1.4971 0.6454 -1.7287  -0.743
2 C 1.0112 -0.7734 -1.3383  0.764
3 O -0.2205 -0.9717 -1.4808  -0.812
4 O 1.8740 -1.6023 -0.9631  -0.801
5 H 1.8723 0.5364 -2.7471  0.194
6 H 2.3540 0.9906 -1.1529  0.193
7 H 0.6070 1.2470 -1.6955  0.207
8 C -1.8575 -0.0167 1.6970  -0.256
9 O -0.5381 0.5184 1.9825  -0.726
10 H -0.0853 -0.1580 2.4989  0.461
11 H -2.1567 -0.8202 2.3701  0.146
12 H -2.4854 0.7992 1.8711  0.157
13 H -1.8721 -0.3948 0.6869  0.216

No. 4
A molecular structure, C35H48Cl2EuF4N3P, computed with ωB97M-V with the def2-TZVPD basis set.

Results
**LUMO level (spin up / spin down)**: 0.462 / 0.465 eV
**Orbital gap (spin up / spin down)**: 7.02 / 7.25 eV
**2S+1**: 8
**Net charge**: 0
**Strongest force on any atom**: 0.9 eV/A

Each line ends with the Mulliken charge.
Atoms and positions in Å:
1 Eu 0.2313 0.4177 1.0190  0.095
2 C -4.1980 1.7798 -0.7795  -1.886
3 C -2.8965 1.2294 -0.2098  0.370
4 N -1.7758 2.1752 -0.0812  1.754
5 C -1.5572 2.8674 -1.3622  -0.961
6 C -0.2458 3.6071 -1.4919  -1.703
7 C -1.9982 3.1378 1.0137  -1.256
8 C -2.1006 2.5348 2.4089  -1.119
9 N -0.9129 1.7556 2.6873  -0.096
10 C -0.6303 1.3369 3.9375  0.499
11 C 0.6413 0.7614 4.2069  0.002
12 F 1.5682 0.7228 3.1905  -0.394
13 C 1.0323 0.2786 5.4285  0.106
14 F 2.2706 -0.2396 5.5395  -0.345
15 C 0.1994 0.3063 6.5356  -0.625
16 C -1.0410 0.8676 6.3099  0.019
17 F -1.9255 0.9326 7.3213  -0.338
18 C -1.4521 1.3637 5.0875  0.674
19 F -2.7096 1.8504 5.0095  -0.330
20 H -4.9668 1.0075 -0.7177  0.494
21 H -4.1093 2.0651 -1.8281  0.304
22 H -4.5655 2.6464 -0.2271  0.297
23 H -2.5517 0.3815 -0.8098  -0.186
24 H -3.0878 0.8285 0.7809  -0.199
25 H -2.3864 3.5662 -1.5519  0.400
26 H -1.6171 2.1079 -2.1467  0.483
27 H -0.1408 4.4354 -0.7899  0.436
28 H -0.1633 4.0255 -2.4975  0.511
29 H 0.6034 2.9417 -1.3581  0.255
30 H -2.8952 3.7458 0.8143  0.415
31 H -1.1562 3.8306 1.0124  0.390
32 H -3.0329 1.9625 2.5157  0.420
33 H -2.2218 3.3785 3.0996  0.584
34 H 0.4990 -0.0752 7.4983  0.515
35 C 3.7923 -1.8369 -1.9721  -1.654
36 C 4.1233 -0.4366 -1.4707  1.079
37 C 5.3460 -0.4627 -0.5546  -1.519
38 P 2.6640 0.2618 -0.5898  0.647
39 C 3.2245 2.0090 -0.2640  0.861
40 C 2.3868 2.7721 0.7874  -1.304
41 C 3.5626 2.9213 -1.4422  -1.964
42 C 1.3027 0.2642 -1.8317  -0.151
43 C 1.5173 0.9334 -3.0611  -0.799
44 C 0.6657 0.8875 -4.1358  1.054
45 C 0.9726 1.5892 -5.4292  -1.992
46 C -0.5020 0.1133 -3.9815  -0.724
47 C -0.7656 -0.5627 -2.8242  -0.012
48 C 0.1216 -0.5381 -1.7058  -0.310
49 N -0.2177 -1.2119 -0.5559  0.594
50 C -1.0061 -2.3678 -0.5825  0.009
51 C -0.7315 -3.4518 -1.4484  1.226
52 C 0.4640 -3.4404 -2.3586  -1.107
53 C -1.5277 -4.5875 -1.4300  -0.797
54 C -2.5913 -4.7419 -0.5514  0.509
55 C -3.4205 -5.9966 -0.5234  -1.635
56 C -2.8073 -3.7108 0.3438  -1.076
57 C -2.0420 -2.5467 0.3621  1.041
58 C -2.4137 -1.5817 1.4673  -1.114
59 H 4.6584 -2.2689 -2.4786  0.576
60 H 2.9570 -1.8340 -2.6720  0.326
61 H 3.5271 -2.5001 -1.1436  0.240
62 H 4.3411 0.1948 -2.3390  0.167
63 H 5.1075 -0.9313 0.4045  0.306
64 H 5.7474 0.5295 -0.3470  0.352
65 H 6.1479 -1.0462 -1.0118  0.458
66 H 4.1679 1.7741 0.2405  0.412
67 H 1.3024 2.6459 0.6956  0.050
68 H 2.5172 3.8468 0.6528  0.497
69 H 2.6452 2.5006 1.8094  0.209
70 H 2.6643 3.2653 -1.9570  0.339
71 H 4.2067 2.4456 -2.1844  0.349
72 H 4.0832 3.8124 -1.0822  0.521
73 H 2.4359 1.4972 -3.1758  0.141
74 H 1.8560 2.2212 -5.3238  0.369
75 H 0.1508 2.2308 -5.7549  0.385
76 H 1.1702 0.8837 -6.2397  0.340
77 H -1.2105 0.0491 -4.8028  0.350
78 H -1.6675 -1.1572 -2.7383  0.388
79 H 1.3336 -3.0273 -1.8480  -0.285
80 H 0.3252 -2.8395 -3.2611  0.338
81 H 0.7038 -4.4584 -2.6674  0.445
82 H -1.2854 -5.3944 -2.1161  0.441
83 H -3.4844 -6.4556 -1.5113  0.398
84 H -4.4401 -5.7930 -0.1921  0.391
85 H -3.0043 -6.7456 0.1549  0.271
86 H -3.6042 -3.8049 1.0779  0.407
87 H -2.3163 -2.0563 2.4455  0.586
88 H -3.4493 -1.2546 1.3536  0.480
89 H -1.8450 -0.6550 1.5323  -0.800
90 Cl -0.8194 -4.1705 3.6376  -0.145
91 C 0.3163 -2.8555 3.8724  -0.174
92 Cl 0.9304 -2.1897 2.3362  0.082
93 H 1.1770 -3.2243 4.4158  0.431
94 H -0.1712 -2.0457 4.4046  -0.085

No. 5
A single C5H11NO molecule at a distorted geometry, computed with ωB97M-V with the def2-TZVPD basis set.

Results
**LUMO level**: 0.844 eV
**Orbital gap**: 8.66 eV
**2S+1**: 1
**Net charge**: 0
**SMILES string**: N/C=C\CCCO
**Strongest force on any atom**: 3.0 eV/A

Each line ends with the natural charge from an NBO analysis.
Atoms and positions in Å:
1 C 1.3272 1.6447 1.2440  -0.082
2 O 0.4520 2.5118 0.3692  -0.726
3 C 1.3015 0.0688 1.0183  -0.440
4 C -0.2330 -0.4002 0.5806  -0.426
5 C -0.5819 -0.2095 -0.9443  -0.303
6 C -1.4130 -1.1666 -1.4358  0.013
7 N -1.1353 -2.5021 -1.0002  -0.835
8 H 2.3127 1.9388 0.9968  0.178
9 H 0.8751 1.8926 2.1893  0.190
10 H 0.3359 1.9960 -0.3971  0.449
11 H 1.4908 -0.3993 1.9944  0.217
12 H 2.0047 -0.3381 0.2214  0.202
13 H -0.3165 -1.4427 0.7506  0.194
14 H -1.0204 0.1111 1.2846  0.220
15 H -0.0678 0.7319 -1.2878  0.183
16 H -2.1760 -0.9571 -2.1765  0.206
17 H -0.1746 -2.6130 -0.5674  0.382
18 H -1.3369 -3.1234 -1.7375  0.379